(1)
H4N4 | the ωB97M-V functional and the def2-TZVPD basis

Positions of all 8 atoms, in Å:
N: -0.108 0.318 1.241
N: -0.743 -1.021 -0.460
N: 0.940 0.481 -0.646
N: -0.039 -0.098 -0.032
H: -1.071 0.465 1.756
H: -0.571 -1.213 -1.522
H: 0.453 1.092 1.182
H: 1.138 -0.024 -1.519

Results
- Net charge: 0
- E_HOMO: -9.0 eV
- LUMO level: 1.065 eV



(2)
C29H54O27 | the ωB97M-V functional and the def2-TZVPD basis

Positions of all 110 atoms, in Å:
C: 3.467 4.556 1.303
C: 2.080 4.029 0.944
C: 1.081 3.847 2.095
O: 0.180 4.919 1.999
C: 0.351 5.436 0.784
O: -0.319 6.294 0.213
O: 1.322 4.802 0.154
H: 3.947 4.504 0.333
H: 3.878 3.962 2.180
H: 3.299 5.585 1.640
H: 2.231 3.075 0.391
H: 1.586 3.809 3.070
H: 0.780 2.793 2.233
C: -3.695 2.598 2.936
C: -2.126 2.522 3.042
C: -1.560 3.089 4.381
O: -0.358 2.338 4.558
C: -0.543 1.172 3.962
O: 0.104 0.165 4.255
O: -1.564 1.255 3.121
H: -3.990 3.645 2.722
H: -4.131 2.236 3.830
H: -4.049 1.978 2.088
H: -1.710 3.028 2.202
H: -2.362 2.960 5.152
H: -1.403 4.183 4.427
C: -1.951 0.168 0.373
O: -1.149 -0.189 -0.727
C: 0.134 0.371 -0.765
O: 0.640 1.081 0.329
O: 0.713 0.262 -1.937
C: 1.950 0.990 -2.197
H: -1.706 -0.461 1.241
H: -2.983 0.078 0.084
H: -1.853 1.145 0.743
H: 2.162 0.819 -3.228
H: 2.761 0.513 -1.692
H: 1.824 1.987 -1.816
C: -2.139 -1.718 -4.053
O: -1.688 -3.050 -3.659
C: -2.351 -3.699 -2.641
O: -3.336 -3.125 -1.777
O: -1.912 -4.962 -2.496
C: -2.228 -5.507 -1.317
H: -3.250 -1.535 -4.245
H: -1.659 -1.688 -5.074
H: -1.839 -0.795 -3.446
H: -2.040 -4.886 -0.338
H: -1.607 -6.351 -1.100
H: -3.310 -5.826 -1.273
C: 8.934 -2.143 0.858
O: 7.559 -2.008 1.066
C: 6.847 -2.108 0.009
O: 7.389 -2.580 -1.207
O: 5.531 -1.879 0.128
C: 4.820 -1.630 -1.092
H: 9.338 -3.063 0.387
H: 9.548 -1.865 1.744
H: 9.286 -1.334 0.187
H: 4.532 -2.596 -1.570
H: 5.428 -1.041 -1.790
H: 3.857 -1.178 -0.837
C: -0.334 -2.698 1.847
O: -0.279 -3.117 0.537
C: 0.714 -2.857 -0.267
O: 1.868 -2.123 0.206
O: 0.579 -3.408 -1.442
C: 1.609 -3.248 -2.405
H: -0.198 -1.608 1.984
H: 0.478 -3.091 2.427
H: -1.397 -2.846 2.215
H: 1.270 -2.942 -3.319
H: 2.041 -4.201 -2.726
H: 2.408 -2.611 -2.042
C: -5.239 0.461 -2.271
O: -4.107 1.077 -2.839
C: -3.375 1.915 -2.131
O: -3.813 2.448 -0.852
O: -2.132 2.181 -2.525
C: -1.369 3.312 -2.180
H: -5.180 -0.627 -2.345
H: -6.051 0.713 -2.893
H: -5.437 0.631 -1.216
H: -1.379 4.098 -2.974
H: -0.340 2.961 -2.099
H: -1.568 3.707 -1.202
C: -8.582 -3.442 -1.905
O: -7.287 -3.366 -1.333
C: -6.925 -2.379 -0.578
O: -7.720 -1.250 -0.256
O: -5.761 -2.553 -0.223
C: -5.136 -1.765 0.772
H: -9.224 -2.578 -1.716
H: -9.149 -4.273 -1.460
H: -8.453 -3.599 -3.058
H: -4.135 -1.975 0.883
H: -5.688 -2.136 1.652
H: -5.400 -0.673 0.687
C: 3.083 0.467 2.165
O: 4.534 0.520 2.196
C: 5.153 0.938 1.115
O: 4.500 1.388 -0.024
O: 6.475 1.135 1.386
C: 7.371 1.644 0.431
H: 2.585 0.237 3.051
H: 2.711 -0.301 1.502
H: 2.642 1.439 1.782
H: 6.877 2.389 -0.118
H: 7.850 0.942 -0.318
H: 8.161 2.088 0.991

Results
- Structure (SMILES): C[C@H]1COC(=O)O1.C[C@H]1COC(=O)O1.COC(=O)OC.COC(=O)OC.COC(=O)OC.COC(=O)OC.COC(=O)OC.COC(=O)OC.COC(=O)OC
- Net charge: 0
- E_HOMO: -9.9 eV
- LUMO level: 0.501 eV



(3)
C26H27BrGeILiN2O2Te | the ωB97M-V functional and the def2-TZVPD basis

Positions of all 62 atoms, in Å:
Li: -1.379 -0.779 -0.426
O: -0.082 2.700 -0.633
C: -0.710 1.659 -0.773
O: -0.238 0.492 -0.881
C: -2.229 1.749 -0.820
C: -2.846 2.994 -0.873
C: -4.224 3.049 -0.966
C: -4.929 1.854 -0.974
C: -4.226 0.666 -0.871
N: -2.905 0.604 -0.801
H: -2.221 3.873 -0.849
H: -4.742 3.994 -1.032
H: -6.006 1.841 -1.041
H: -4.748 -0.280 -0.848
C: -4.296 -3.365 -0.900
Te: -2.165 -3.457 -0.555
C: -2.416 -3.802 1.553
H: -4.760 -2.610 -0.274
H: -4.739 -4.331 -0.679
H: -4.475 -3.126 -1.944
H: -3.080 -4.646 1.700
H: -2.834 -2.922 2.025
H: -1.454 -4.026 1.998
Ge: 2.676 -0.617 -1.108
C: 2.908 0.551 -2.670
C: 2.445 1.855 -2.739
C: 2.728 2.634 -3.847
C: 3.453 2.116 -4.905
C: 3.933 0.818 -4.835
C: 3.672 0.049 -3.717
C: 2.765 0.139 0.702
C: 3.581 -0.500 1.628
C: 3.755 0.024 2.896
C: 3.123 1.204 3.253
C: 2.308 1.843 2.335
C: 2.131 1.316 1.068
H: 3.938 -1.497 -1.170
H: 1.855 2.263 -1.933
H: 2.383 3.657 -3.880
H: 3.660 2.727 -5.773
H: 4.518 0.411 -5.647
H: 4.070 -0.956 -3.646
H: 4.097 -1.408 1.338
H: 4.398 -0.481 3.602
H: 3.289 1.639 4.230
H: 1.816 2.768 2.598
H: 1.501 1.837 0.367
Br: -0.035 0.222 6.075
C: -0.435 -0.181 4.271
C: 0.389 -1.019 3.540
C: 0.024 -1.293 2.233
N: -1.082 -0.842 1.666
C: -1.853 -0.035 2.378
C: -1.570 0.349 3.678
H: 1.282 -1.443 3.969
H: 0.644 -1.931 1.627
H: -2.750 0.312 1.888
H: -2.208 1.038 4.208
I: 1.677 -3.800 -0.253
C: 1.240 -1.997 -1.323
H: 1.055 -2.267 -2.358
H: 0.326 -1.632 -0.880

Results
- Net charge: 0
- E_HOMO: -8.5 eV
- LUMO level: 0.098 eV



(4)
C7H4ClMnNO8 | the ωB97M-V functional and the def2-TZVPD basis

Positions of all 22 atoms, in Å:
Mn: -0.172 0.383 0.393
O: 1.692 -0.061 0.167
C: 2.543 -0.089 1.072
C: 2.286 -0.063 2.472
C: 3.383 -0.033 3.352
C: 3.148 -0.041 4.694
C: 1.842 -0.086 5.213
C: 0.767 -0.127 4.371
C: 0.952 -0.112 2.966
O: -0.077 -0.167 2.187
N: 4.286 -0.006 5.622
O: 5.401 0.054 5.142
O: 4.040 -0.021 6.811
H: 3.590 -0.154 0.757
H: 4.398 -0.005 2.978
H: 1.711 -0.088 6.285
H: -0.244 -0.163 4.752
O: -2.108 1.486 0.775
Cl: -1.819 1.721 -0.653
O: -2.752 2.511 -1.334
O: -1.642 0.359 -1.210
O: -0.435 2.259 -0.652

Results
- <S²>: 0.83
- Net charge: 0
- E_HOMO (alpha / beta): -9.7 / -9.7 eV
- Multiplicity: 2
- LUMO level (alpha / beta): -1.218 / -1.212 eV



(5)
C24H60ClN3O3 | the ωB97M-V functional and the def2-TZVPD basis

Positions of all 91 atoms, in Å:
C: -3.241 -1.738 -2.996
C: -4.288 -2.887 -2.721
N: -4.589 -3.053 -1.133
C: -5.749 -4.039 -1.112
C: -3.429 -3.604 -0.337
C: -2.570 -4.707 -0.996
C: -5.016 -1.711 -0.350
C: -6.230 -0.998 -0.968
O: -6.074 -0.481 -2.305
C: -7.262 0.349 -2.689
H: -2.741 -2.092 -3.898
H: -2.485 -1.794 -2.213
H: -3.715 -0.778 -3.201
H: -3.779 -3.814 -2.987
H: -5.200 -2.769 -3.306
H: -6.250 -3.988 -0.146
H: -5.337 -5.048 -1.142
H: -6.402 -3.752 -1.936
H: -3.882 -3.960 0.589
H: -2.800 -2.803 0.051
H: -1.658 -4.825 -0.411
H: -2.178 -4.325 -1.938
H: -3.144 -5.621 -1.154
H: -4.133 -1.072 -0.354
H: -5.275 -1.914 0.689
H: -6.517 -0.182 -0.306
H: -6.997 -1.772 -0.959
H: -7.265 0.270 -3.776
H: -7.280 1.385 -2.354
H: -8.159 -0.205 -2.411
C: 3.150 3.275 -0.941
C: 2.946 3.978 0.376
N: 1.874 5.119 0.249
C: 1.758 5.681 1.691
C: 2.224 6.210 -0.813
C: 3.692 6.757 -0.688
C: 0.465 4.505 -0.225
C: -0.045 3.177 0.514
O: 0.176 3.236 1.928
C: 0.370 1.942 2.467
H: 2.235 2.917 -1.414
H: 3.703 2.349 -0.784
H: 3.702 3.773 -1.738
H: 3.840 4.507 0.705
H: 2.507 3.321 1.127
H: 1.591 4.984 2.512
H: 0.897 6.350 1.679
H: 2.700 6.177 1.926
H: 1.393 6.915 -0.797
H: 2.201 5.770 -1.810
H: 3.802 7.560 -1.417
H: 4.512 6.082 -0.932
H: 3.992 7.039 0.321
H: 0.522 4.464 -1.312
H: -0.203 5.329 0.029
H: 0.442 2.300 0.090
H: -1.117 3.049 0.365
H: 0.689 1.192 1.742
H: -0.614 1.661 2.840
H: 1.096 1.896 3.278
C: 1.932 -3.492 2.664
C: 3.129 -3.309 1.683
N: 2.895 -2.269 0.452
C: 4.000 -2.433 -0.563
C: 1.549 -2.669 -0.253
C: 1.454 -4.105 -0.784
C: 2.836 -0.864 0.938
C: 3.886 -0.510 2.120
O: 3.846 0.920 2.237
C: 4.759 1.265 3.270
H: 1.123 -4.060 2.206
H: 1.468 -2.553 2.968
H: 2.348 -4.002 3.533
H: 3.464 -4.259 1.266
H: 3.973 -3.040 2.319
H: 4.103 -3.508 -0.709
H: 4.869 -2.065 -0.018
H: 3.917 -1.826 -1.464
H: 1.419 -1.998 -1.102
H: 0.712 -2.406 0.395
H: 1.428 -4.852 0.009
H: 2.279 -4.169 -1.494
H: 0.575 -4.370 -1.371
H: 1.831 -0.729 1.337
H: 3.034 -0.254 0.056
H: 4.868 -0.880 1.825
H: 3.576 -0.917 3.083
H: 5.712 1.371 2.753
H: 4.857 0.599 4.128
H: 4.627 2.298 3.592
Cl: -1.322 -0.500 0.725

Results
- Net charge: +2
- E_HOMO: -12.2 eV
- LUMO level: -3.745 eV